# 1
Below is a cluster of 2 separate species, C3H7N3 in total, with properties calculated with the ωB97M-V functional and the def2-TZVPD basis.

LUMO (alpha / beta) = -0.79 / -0.34 eV
Relative energy (zero: lowest compared OMol25 entry of this formula, charge and spin) = 7.832 eV
Gap between HOMO and LUMO (alpha / beta) = 7.28 / 7.66 eV

The geometry in XYZ format:
```
13
Properties=species:S:1:pos:R:3:forces:R:3:mulliken_charge:R:1
C 1.382 -0.714 -0.023 0.90 -1.13 0.32 -0.438
C 1.367 0.620 0.086 0.73 0.70 -0.70 -0.071
C -0.016 -1.187 0.300 -1.44 -1.97 1.99 -0.428
N 0.167 1.214 0.265 -1.36 -0.91 0.09 -0.223
N -0.777 0.044 0.569 -0.67 1.87 -0.06 -0.027
N -1.879 0.113 -0.284 1.23 -2.66 -2.18 -0.566
H 2.220 -1.454 -0.197 -1.12 1.46 -0.04 0.325
H 2.431 2.351 -0.895 -0.43 -1.20 0.68 0.118
H -0.572 -1.791 -0.449 0.74 0.65 -0.44 0.293
H -0.244 -1.937 1.216 1.24 1.74 -1.45 0.223
H -0.069 1.905 0.972 1.01 -0.18 -0.06 0.291
H -2.472 0.900 -0.298 -0.16 1.25 0.83 0.260
H -1.538 -0.063 -1.264 -0.67 0.38 1.02 0.243
```
Positions in Å, forces in eV/Å.

# 2
Below is an isolated molecule of C3H7N3, with properties calculated with the ωB97M-V functional and the def2-TZVPD basis.

LUMO = 0.90 eV
Relative energy (zero: lowest compared OMol25 entry of this formula, charge and spin) = 2.954 eV
Gap between HOMO and LUMO = 7.70 eV

The geometry in XYZ format:
```
13
Properties=species:S:1:pos:R:3:forces:R:3:mulliken_charge:R:1
C 1.687 -0.116 -0.420 1.60 -1.24 -1.13 -0.254
C -1.414 1.158 -0.178 -2.38 3.00 -0.61 -1.056
C -0.739 -0.115 0.060 1.13 0.01 0.71 0.404
N 0.560 -0.130 0.103 -1.14 0.22 0.26 -0.103
N -1.471 -1.312 0.080 3.52 1.94 -3.48 -0.391
N 2.981 -0.099 0.091 -1.65 0.71 2.45 -0.381
H -2.360 1.408 0.345 0.21 -1.15 0.46 0.328
H -0.897 2.097 0.101 0.62 -0.87 -0.49 0.328
H -1.855 1.310 -1.221 1.17 -0.57 0.71 0.223
H -2.097 -1.487 0.755 -2.52 -1.10 2.53 0.157
H -1.025 -1.972 -0.535 -0.49 -0.76 0.64 0.229
H 3.531 -0.843 -0.346 -0.04 0.85 0.49 0.298
H 3.099 0.102 1.165 -0.02 -1.04 -2.54 0.219
```
Positions in Å, forces in eV/Å.

# 3
Below is a cluster of 2 separate species, C3H7N3 in total, with properties calculated with the ωB97M-V functional and the def2-TZVPD basis.

LUMO (alpha / beta) = -1.00 / -0.13 eV
Relative energy (zero: lowest compared OMol25 entry of this formula, charge and spin) = 4.776 eV
Gap between HOMO and LUMO (alpha / beta) = 6.55 / 9.52 eV

The geometry in XYZ format:
```
13
Properties=species:S:1:pos:R:3:forces:R:3:mulliken_charge:R:1
C -1.744 0.190 -0.172 0.11 -1.00 0.68 0.101
C 0.736 0.315 -0.621 1.01 -0.63 1.10 -0.733
C -0.546 -0.498 -0.107 2.99 2.17 -1.07 0.410
N -2.764 0.696 -0.016 -1.14 0.84 -0.23 -0.424
N 1.118 1.629 -0.056 -0.38 -0.68 1.60 -0.558
N -0.432 -1.848 -0.153 -0.54 -0.14 -0.23 -0.420
H 0.721 0.489 -1.710 -0.54 -0.24 0.26 0.316
H 1.621 -0.337 -0.478 -0.54 -0.02 0.00 0.341
H 0.432 0.123 2.500 -0.10 -0.03 -0.14 -0.004
H 0.316 2.214 -0.311 0.64 0.43 1.02 0.255
H 1.414 1.648 1.020 -1.52 -0.16 -3.22 0.252
H -1.287 -2.370 -0.106 0.09 -0.36 0.24 0.248
H 0.414 -2.250 0.209 -0.07 -0.18 -0.02 0.216
```
Positions in Å, forces in eV/Å.

# 4
Below is a cluster of 2 separate species, C3H7N3 in total, with properties calculated with the ωB97M-V functional and the def2-TZVPD basis.

LUMO = -0.19 eV
Relative energy (zero: lowest compared OMol25 entry of this formula, charge and spin) = 2.679 eV
Gap between HOMO and LUMO = 8.51 eV

The geometry in XYZ format:
```
13
Properties=species:S:1:pos:R:3:forces:R:3:mulliken_charge:R:1
N 1.551 0.711 0.992 0.23 0.03 -0.03 -0.606
C 0.984 -0.039 -0.120 -0.12 -0.11 -0.06 -0.145
C -0.423 -0.466 0.139 -0.08 0.32 0.10 -0.075
N -0.988 -0.012 1.204 0.09 -0.11 -0.16 -0.209
C -1.868 -0.605 -2.202 -0.70 0.00 -0.98 -0.313
N -2.509 -0.504 -3.174 0.55 -0.03 0.81 -0.448
H 2.251 0.167 1.482 -0.08 0.10 -0.02 0.204
H 1.992 1.567 0.680 -0.05 -0.09 0.05 0.223
H 1.563 -0.924 -0.415 -0.08 0.12 0.06 0.307
H 0.907 0.570 -1.032 0.04 -0.09 0.10 0.300
H -1.053 -0.878 -0.758 0.12 -0.02 0.23 0.195
H -0.437 0.595 1.817 -0.07 -0.14 -0.04 0.300
H -1.970 -0.183 1.388 0.14 0.02 -0.05 0.265
```
Positions in Å, forces in eV/Å.

# 5
Below is a structure of composition C3H7N3O, with properties calculated with the ωB97M-V functional and the def2-TZVPD basis.

LUMO (alpha / beta) = -1.40 / -1.40 eV
Relative energy (zero: lowest compared OMol25 entry of this formula, charge and spin) = 5.189 eV
Gap between HOMO and LUMO (alpha / beta) = 7.03 / 7.03 eV

The geometry in XYZ format:
```
14
Properties=species:S:1:pos:R:3:forces:R:3:mulliken_charge:R:1
C 1.005 -0.893 -0.883 -0.24 0.42 -0.36 -1.203
N -1.695 -0.048 0.253 -0.15 0.95 -1.38 -0.324
C -0.633 -0.306 1.026 1.99 0.30 0.23 0.510
C 0.569 0.272 0.008 -0.23 -0.11 1.33 0.760
N -0.609 1.149 -0.774 0.07 -1.57 1.21 -0.453
N -0.479 -0.780 2.187 -0.51 0.12 -0.39 -0.757
O 1.419 1.004 0.555 -0.18 -0.13 -0.33 -0.708
H -2.371 0.612 0.634 0.02 0.07 -0.11 0.300
H -0.654 2.074 -0.348 0.01 -0.09 -0.07 0.322
H -0.461 1.186 -1.783 -0.67 0.02 -0.05 0.264
H 0.520 -0.775 2.412 -0.08 0.02 -0.14 0.281
H 0.157 -1.438 -1.299 -0.01 -0.02 0.00 0.379
H 1.615 -0.485 -1.694 0.01 -0.07 0.02 0.339
H 1.617 -1.573 -0.294 -0.05 0.11 0.05 0.292
```
Positions in Å, forces in eV/Å.

# 6
Below is an isolated molecule of C3H7N3O, with properties calculated with the ωB97M-V functional and the def2-TZVPD basis.

LUMO = 0.76 eV
Relative energy (zero: lowest compared OMol25 entry of this formula, charge and spin) = 4.948 eV
Structure (SMILES) = C=N/N=C\N(C)O
Gap between HOMO and LUMO = 9.67 eV

The geometry in XYZ format:
```
14
Properties=species:S:1:pos:R:3:forces:R:3:mulliken_charge:R:1
C 2.803 0.098 -0.118 3.27 -0.71 0.07 -0.330
N 1.565 0.080 -0.100 -1.74 -0.46 -0.19 -0.116
N 1.061 -1.197 0.236 -1.37 -0.38 0.07 -0.503
C -0.222 -1.282 0.093 0.33 2.68 -0.75 -0.016
N -1.083 -0.205 -0.310 -1.58 -1.01 0.84 -0.019
C -1.117 1.169 0.245 1.30 -0.54 -1.91 -0.580
O -2.493 -0.644 -0.026 0.15 0.08 -1.43 -0.486
H 3.453 -0.776 0.264 -1.07 1.19 -0.71 0.275
H 3.315 0.952 -0.599 -0.32 -0.29 0.69 0.238
H -0.746 -2.213 0.044 0.02 -0.57 0.49 0.393
H -1.365 1.170 1.263 -0.40 -0.16 1.58 0.305
H -1.974 1.561 -0.326 0.83 0.82 0.28 0.213
H -0.101 1.618 0.117 -1.26 -0.06 -0.29 0.286
H -3.096 -0.332 -0.783 1.84 -0.59 1.25 0.341
```
Positions in Å, forces in eV/Å.